The following is a quantum chemistry calculation of a molecular structure, C37H47MnN6O2SSbSi3 at a distorted geometry, from the OMol25 dataset.

Geometry (Å):
C: 0.60707 5.65602 -0.89686
H: -2.32717 -1.42991 -2.02100
H: -3.96504 3.23665 4.44047
C: 2.65939 -1.58911 2.11852
H: -1.22758 -4.40126 -4.16666
H: -0.22547 1.34955 -4.50403
N: 0.79961 4.68523 5.02007
Si: 2.63789 -2.20198 0.35092
C: 0.64020 4.26198 3.78075
H: 1.29066 -5.48263 -3.55595
C: 0.30479 2.90373 3.38293
H: -3.86027 -0.56443 -2.21044
C: -0.19450 0.62529 3.87264
C: -3.49824 0.08450 0.18227
C: -4.17081 0.45958 2.54151
H: 0.58620 -5.77304 -1.96034
O: -2.49340 2.72586 0.22209
H: -1.33855 -4.21181 3.31455
C: 2.13963 2.37865 -4.05285
C: 0.64384 5.00194 1.39278
H: 2.48531 -2.38688 -3.56706
Mn: -0.94236 1.54482 -0.49831
H: -1.32624 -2.47206 3.00859
H: 2.12236 -2.27345 2.77939
C: -2.79551 -0.44440 -2.00358
Si: 0.41814 -3.38647 -2.63419
H: -3.34431 -4.56270 0.79146
C: 0.79713 5.99020 0.41554
C: 0.13408 1.87744 4.31616
H: 3.48348 2.17197 -0.43531
C: -1.29161 -3.66626 -3.35843
H: 4.14959 -4.03252 1.04131
C: 1.20043 -5.08238 -2.54012
C: -2.14967 0.44534 -3.07472
H: 0.71760 6.38186 -1.68990
C: 3.76491 -1.16643 -0.71357
C: -0.36023 0.43892 2.50340
C: -4.30180 1.26379 3.65125
H: 3.51359 -1.27526 -1.77188
C: 3.82210 2.87574 -2.42972
H: 1.30502 -2.68089 -4.85325
H: 3.93198 3.45285 -4.51790
Si: -0.98934 -3.77316 0.90368
H: -4.74582 0.88161 4.56134
C: 3.30659 -3.95545 0.34529
H: 4.76052 3.35579 -2.17307
C: 1.42219 -2.34057 -3.81942
C: -3.07018 2.26902 1.29061
C: -3.54950 0.92098 1.37409
N: -2.58825 0.18439 -0.69883
H: 0.26558 2.09656 5.36834
H: -1.71893 -2.74871 -3.77403
H: 2.18920 -0.60387 2.18980
H: -2.98025 -3.52727 -0.59516
C: 3.35406 2.94877 -3.75488
H: 0.56929 -5.71938 0.59528
C: 0.29451 3.71284 1.01092
H: 3.68698 -1.50200 2.48597
N: -0.21347 1.40215 1.61467
Sb: 0.22522 -1.97192 -0.50237
H: -0.61617 -0.53641 2.10492
H: 0.08777 4.04400 -2.22351
H: 3.67146 -4.23289 -0.64576
H: 0.19724 -3.36958 3.07092
H: -2.78912 1.31816 -3.23865
C: 0.03737 1.28543 -3.43762
H: 2.55646 -4.68701 0.64746
H: 1.11903 -1.29061 -3.76354
C: 0.80641 5.28396 2.81055
H: -0.88953 -6.17848 1.48040
H: -0.32961 -0.20373 4.55381
C: -0.84407 -3.41921 2.74433
C: -0.51014 -5.57339 0.64970
H: -2.06883 -0.10037 -4.01874
C: -3.26795 3.08499 2.43334
H: -4.33629 -0.60616 0.01846
H: 2.19508 -5.06447 -2.09457
S: 1.13265 6.25982 4.93252
N: 0.08993 3.40627 -0.28029
C: -3.84838 2.58783 3.57934
H: 1.06482 6.99467 0.71762
N: -0.83399 0.87631 -2.60033
H: -1.98742 -4.05361 -2.60910
H: 4.80936 -1.46090 -0.57394
C: 0.12375 2.63541 2.03097
H: -3.28252 -2.80392 0.98757
H: -4.53015 -0.56581 2.56818
C: 1.37032 1.72055 -3.07699
C: 1.87912 1.56026 -1.73673
O: 1.26372 0.87542 -0.85609
C: 3.11717 2.21292 -1.45551
H: -2.91686 4.10978 2.37744
N: 1.08730 6.46243 3.33388
C: -2.81914 -3.65508 0.47878
H: 1.74102 2.44969 -5.06211
H: -0.94727 -5.96346 -0.27345
C: 0.24588 4.34456 -1.19513
H: 3.66097 -0.10518 -0.47091

Results
2S+1 = 6
Strongest force on any atom = 1.5 eV Å⁻¹
Gap between HOMO and LUMO (alpha / beta) = 6.2806 / 6.3829 eV
E = -4575.2701 hartree
Net charge = 0
HOMO (alpha / beta) = -0.2541 / -0.2580 Ha

Atom charges from the natural (NBO) analysis, given in e for atoms 1 to 2: C -0.234; H 0.212

---

The following is a quantum chemistry calculation of a molecular structure, C37H47NO6P2Sr, from the OMol25 dataset.

Geometry (Å):
H: 2.52204 4.11921 -2.11102
H: -3.72162 -4.38889 1.17025
C: -3.52228 -3.33940 1.00639
H: -2.50012 -5.32384 -2.68712
H: -1.82818 0.68940 6.45448
H: 1.81969 -1.15041 3.18075
P: 0.94558 -1.48640 -0.33248
C: -1.94393 3.60945 1.22327
H: -1.53783 1.05411 4.03459
O: 2.51816 1.37926 -1.62115
H: 2.91527 -1.04196 -2.31716
H: 4.53279 1.47291 -1.11617
C: 3.25797 -1.89263 -1.73850
C: -2.08766 -1.42636 1.27035
H: 1.84426 4.59821 1.00517
O: -1.18178 1.24130 -2.92385
C: -0.43965 -2.28543 5.62296
H: -2.83804 0.41272 0.44098
C: 2.53160 -2.31209 -0.62827
C: -1.02986 -2.34645 -2.04881
H: 0.09088 1.60935 -4.46115
H: 2.02695 0.07924 1.92853
C: 2.04671 3.43782 -2.81927
H: 2.83354 -1.49551 1.77776
H: 2.40918 -3.76350 0.95830
C: -4.44351 -2.55747 0.31608
C: -4.19578 -1.21111 0.11301
H: -4.92358 -0.59936 -0.40093
H: -0.12173 -3.21496 6.07341
H: 2.10481 3.89863 -3.80896
H: -2.75722 0.22525 -2.17972
N: 0.74580 -1.57879 1.41404
C: 1.92281 -1.00307 2.10550
H: -1.53322 2.24266 -4.71270
H: -5.35804 -3.00264 -0.04939
C: -1.39734 -0.08813 5.84099
H: 3.51705 3.56954 -0.20055
H: -1.01349 -1.32563 -2.41836
H: -1.12293 -1.44678 7.47226
C: -1.00049 -1.28797 6.41086
H: -2.50592 -2.98401 -3.47181
C: 2.97287 -3.41726 0.10111
H: -2.11994 4.52647 1.79297
Sr: 0.17191 1.51381 -0.54312
O: -2.38318 2.47619 -0.81105
C: 4.85131 -3.65258 -1.37903
O: -0.55388 3.48941 0.91720
C: -0.20273 -2.72101 -0.99895
H: 0.02358 4.46446 2.65624
C: -1.86505 -3.27913 -2.65205
C: -0.74244 2.11274 -3.96759
C: -3.01654 -0.65025 0.58849
C: -0.31218 3.45995 -3.42230
C: -1.23189 0.11319 4.47791
H: -1.64809 -3.38969 2.02977
H: 2.31193 1.45139 -3.62367
C: -0.68858 -0.89019 3.68150
H: -2.25618 2.75006 1.82909
C: 1.70893 3.69865 1.61498
C: -1.86128 -4.59224 -2.21286
H: 3.48291 0.49131 -0.09039
H: -2.40809 4.53689 -0.66733
C: 4.41384 -2.56267 -2.11482
H: 4.96879 -2.23663 -2.98261
H: 3.79844 2.20028 -3.03426
H: -3.09226 1.03542 -3.71634
P: -0.61810 -0.58078 1.90409
C: -2.69488 3.65832 -0.07911
H: 2.36676 3.75802 2.48839
H: 0.15706 -2.86628 3.64774
C: -0.19766 -4.04734 -0.56912
C: -3.15664 2.32976 -1.99636
C: 3.55133 1.43435 -0.63641
C: 0.28121 3.57482 2.07374
H: -4.20774 2.14502 -1.74257
H: 4.09601 2.53832 1.12256
C: 2.72843 2.08724 -2.84037
H: -1.01241 -6.00406 -0.83546
H: -1.14154 3.97981 -2.94334
C: -1.02303 -4.97689 -1.17115
H: 0.06138 4.09858 -4.22665
C: 4.13051 -4.07778 -0.26953
C: -2.35692 -2.77676 1.48974
O: 2.04303 2.55255 0.82515
H: 0.45426 -4.35198 0.23952
C: -0.28712 -2.09222 4.26085
H: 5.74854 -4.17716 -1.67159
H: 0.13312 2.68597 2.69756
H: -3.77114 3.70772 0.12208
O: 0.68266 3.31096 -2.40759
H: -3.11635 3.25379 -2.58317
C: 3.37300 2.60741 0.30216
C: -2.59672 1.14470 -2.74716
H: 4.46986 -4.93087 0.30061

Results
Strongest force on any atom = 0.7 eV Å⁻¹
Gap between HOMO and LUMO = 8.9729 eV
E = -2657.3291 hartree
Net charge = +2
HOMO = -0.4839 Ha

Atom charges from the Mulliken analysis, given in e for atoms 1 to 2: H 0.214; H 0.468

---

- The lowest E belongs to which entry?
  C37H47MnN6O2SSbSi3

---

- The highest strongest force on any atom belongs to which entry?
  C37H47MnN6O2SSbSi3